Entry 1:
DFT (ωB97M-V with the def2-TZVPD basis set) results for C22H25N3OS as an isolated structure.

Geometry as XYZ:
```
52
Properties=species:S:1:pos:R:3:forces:R:3:nbo_charge:R:1
C -4.7327 -3.1672 -0.0821 -3.1 -3.1 -8.9 -0.59
H -4.8836 -4.2054 0.0737 -1.0 -1.1 -0.4 0.22
H -4.2541 -3.0439 -1.2158 -1.7 -0.7 1.9 0.18
H -5.6314 -2.5958 -0.1353 -0.5 0.4 0.6 0.23
C -3.6944 -2.8214 0.6459 -0.3 8.6 9.5 -0.41
C -3.3888 -1.3265 0.4938 -3.9 0.4 0.6 0.36
N -2.2076 -1.1365 0.3346 6.8 3.7 -3.9 -0.44
C -1.5985 0.1900 -0.4005 0.0 -4.6 6.0 0.13
C -0.4215 0.6134 0.1874 1.5 -1.3 3.2 -0.18
C 0.3384 1.6530 -0.2175 -2.9 2.9 -3.1 -0.13
C -0.2943 2.6028 -1.2668 -2.5 -6.2 -0.3 -0.13
C -1.5275 2.0937 -1.9617 4.1 0.2 1.4 -0.20
C -2.0738 0.7151 -1.4707 0.0 6.8 -3.4 -0.27
S -3.6136 0.4909 -2.0775 -2.1 -1.3 -3.6 0.40
C -4.6502 0.5706 -0.7755 -2.4 0.3 7.3 -0.20
C -5.7333 1.4885 -0.5213 6.9 -1.4 -9.7 -0.23
C -6.4252 1.5047 0.5253 -8.7 6.0 6.0 -0.19
C -6.2660 0.8309 1.6739 -0.8 1.4 1.4 -0.19
C -5.1112 0.0514 1.5216 -9.3 -0.5 15.1 -0.24
C -4.4389 -0.1782 0.5804 9.3 -3.1 -16.6 -0.09
H -5.0821 -0.6633 2.3726 0.9 0.4 -0.2 0.21
H -6.9614 1.0984 2.6283 2.2 -1.3 -2.4 0.25
H -7.2657 2.5072 0.5289 2.1 -3.2 0.1 0.19
H -5.8893 2.1719 -1.3542 -0.4 0.1 0.2 0.22
H -1.8472 2.7045 -2.9377 0.2 -1.8 2.5 0.25
H 0.3759 3.2919 -1.6641 0.5 1.7 -0.4 0.24
C 1.5934 2.0116 0.3733 -0.7 10.7 -1.4 0.62
O 1.9400 3.5311 0.2999 -1.4 -8.1 0.2 -0.75
N 2.2726 1.2088 1.0673 3.8 0.1 0.3 -0.54
H 2.1365 0.2373 0.9199 -0.2 -0.9 0.1 0.41
C 3.6806 1.6472 1.4152 -0.2 -3.2 1.1 -0.24
H 3.8084 0.9217 2.2427 0.6 1.3 0.5 0.20
C 4.8231 1.2908 0.4783 0.6 -4.2 2.8 -0.21
N 5.0215 -0.2922 0.2843 0.8 7.7 4.8 -0.44
C 6.3509 -0.5512 -0.1562 0.7 12.1 0.2 -0.31
C 6.2984 -1.7245 -0.5915 -0.3 -17.9 -4.7 -0.34
H 7.1051 -2.2290 -1.4443 -1.8 1.7 2.9 0.24
H 6.2084 -2.5709 0.5004 0.4 2.1 -3.5 0.16
C 4.8926 -1.8556 -1.3334 -0.8 -2.3 4.4 -0.38
H 4.9275 -1.4066 -2.2741 -0.1 0.3 -1.7 0.19
H 4.5172 -2.9553 -1.2353 0.6 2.1 -0.9 0.22
C 3.9518 -0.8214 -0.2894 1.5 -3.8 -7.5 -0.24
H 3.2836 -1.4612 0.1526 -1.6 -1.3 2.1 0.18
H 3.4735 -0.3611 -1.1575 -0.5 1.2 0.5 0.17
H 6.9913 -0.2998 0.5866 2.0 0.4 2.7 0.21
H 6.8541 0.0964 -1.0103 -1.6 -0.1 0.7 0.15
H 5.7888 1.5991 0.8861 -0.4 0.5 0.0 0.21
H 4.6733 1.5926 -0.4618 -0.4 1.8 -3.7 0.19
H 3.7056 2.6934 1.6055 -0.4 0.6 0.6 0.27
H -0.1313 0.1027 1.1845 -0.4 0.5 -1.9 0.22
H -2.8005 -3.2192 0.7056 4.0 -2.8 -0.2 0.24
H -4.0885 -2.6251 1.7658 0.9 -1.4 -1.2 0.17
```
Forces are in eV/Å.

Properties
Gap between HOMO and LUMO: 7.83 eV
ΔE to the lowest compared entry with this formula, charge and spin: 1761.4 kJ/mol
Calculated total energy: -40555.2661 eV


Entry 2:
DFT (ωB97M-V with the def2-TZVPD basis set) results for C22H25N5S4SbSiTi as an isolated structure.

Geometry as XYZ:
```
59
Properties=species:S:1:pos:R:3:forces:R:3:lowdin_spin:R:1
Ti 1.5391 -0.0996 0.2504 0.4 -0.4 0.0 0.12
N -3.3603 1.4357 0.4784 -0.1 0.0 0.0 0.00
C -2.4534 0.5681 -0.1578 0.1 -0.1 -0.1 0.01
S -2.7404 0.2244 -1.8199 0.0 0.0 0.1 0.00
N -1.4950 0.1774 0.6339 0.1 0.1 0.2 0.03
N -0.4901 -0.6066 0.0899 0.0 -0.2 -0.3 0.18
C -0.7475 -1.8752 -0.2137 0.0 0.3 -0.1 0.12
C -2.0081 -2.5465 0.1790 -0.1 -0.1 0.0 0.01
C -2.8570 -3.1314 -0.7553 0.1 0.0 0.0 0.01
C -4.0011 -3.8016 -0.3472 -0.1 0.0 0.0 0.00
C -4.3224 -3.8825 1.0012 0.1 0.0 0.0 0.00
C -3.4872 -3.2861 1.9390 0.0 0.0 0.0 0.00
C -2.3403 -2.6228 1.5302 0.1 0.0 0.1 0.01
C 0.3069 -2.5681 -0.8606 -0.2 0.4 0.2 0.12
C 0.2692 -3.9348 -1.1927 0.0 -0.2 -0.2 0.02
C 1.2846 -4.4850 -1.9225 0.0 0.1 0.0 0.08
C 2.3655 -3.6608 -2.3104 0.0 0.0 0.0 0.08
C 2.3946 -2.3614 -1.8713 0.1 -0.1 -0.1 0.03
N 1.4200 -1.7939 -1.1369 -0.1 -0.1 0.3 0.13
H -4.2716 1.3796 0.0516 0.0 0.0 0.0 0.00
H -3.3724 1.3002 1.4811 0.0 0.0 0.0 0.00
H -2.6198 -3.0221 -1.8052 0.0 0.0 0.0 0.00
H -4.6568 -4.2451 -1.0878 0.0 0.0 0.0 0.00
H -5.2198 -4.3999 1.3204 0.0 0.0 0.0 0.00
H -3.7335 -3.3402 2.9931 0.0 0.0 0.0 0.00
H -1.6821 -2.1500 2.2496 0.0 0.0 0.0 0.00
H -0.5757 -4.5294 -0.8732 0.0 0.0 0.0 0.00
H 1.2637 -5.5349 -2.1893 0.0 0.0 0.0 0.00
H 3.1876 -4.0474 -2.8969 0.0 0.0 0.0 0.00
H 3.2488 -1.7314 -2.0736 0.0 0.0 0.0 0.00
S 5.2757 -1.2797 3.3561 0.1 0.1 0.1 0.00
Sb 3.8397 -1.9871 1.7412 -0.3 0.1 -0.1 0.00
S 1.5668 -0.9600 2.3236 0.1 -0.1 0.1 0.01
S 3.9143 -0.2442 0.0027 0.0 0.1 -0.1 0.01
C 1.6026 4.6297 1.0744 0.0 0.0 -0.1 0.00
Si 1.5251 2.8339 1.6527 0.1 0.3 0.4 0.00
C 0.0446 2.6219 2.7902 0.0 0.0 0.0 0.00
C 3.1108 2.4882 2.5692 0.0 0.0 0.0 0.00
N 1.4101 1.8163 0.2578 -0.3 -0.2 -0.3 0.00
C 0.8635 2.2284 -0.9689 0.0 0.0 -0.1 0.00
C 1.5287 1.9080 -2.1597 0.1 0.0 0.1 0.01
C 0.9806 2.2362 -3.3920 -0.1 0.0 0.0 0.00
C -0.2303 2.9058 -3.4654 0.0 0.0 0.1 0.00
C -0.8963 3.2332 -2.2881 0.0 0.0 -0.1 0.00
C -0.3627 2.9004 -1.0590 0.0 0.0 0.1 0.00
H 2.0174 5.2657 1.8613 0.0 0.0 0.0 0.00
H 0.6243 5.0267 0.7951 0.0 0.0 0.0 0.00
H 2.2573 4.6998 0.2006 0.0 0.0 0.0 0.00
H -0.2625 3.5613 3.2601 0.0 0.0 0.0 0.00
H 0.2741 1.8999 3.5773 0.0 0.0 0.0 0.00
H -0.7919 2.2157 2.2148 0.0 0.0 0.0 0.00
H 3.1682 3.1091 3.4702 0.0 0.0 0.0 0.00
H 3.9743 2.7135 1.9385 0.0 0.0 0.0 0.00
H 3.1898 1.4416 2.8666 0.0 0.0 0.0 0.00
H 2.4890 1.4069 -2.0918 0.0 0.0 0.0 0.00
H 1.5043 1.9600 -4.3002 0.0 0.0 0.0 0.00
H -0.6720 3.1415 -4.4257 0.0 0.0 0.0 0.00
H -1.8692 3.7064 -2.3347 0.0 0.0 0.0 0.00
H -0.9217 3.0926 -0.1506 0.0 0.0 0.0 0.00
```
Forces are in eV/Å.

Properties
Spin multiplicity: 2
Gap between HOMO and LUMO (alpha / beta): 5.26 / 6.39 eV
⟨S²⟩: 0.764
ΔE to the lowest compared entry with this formula, charge and spin: 8.4 kJ/mol
Charge: -2
Calculated total energy: -111549.3999 eV


Entry 3:
DFT (ωB97M-V with the def2-TZVPD basis set) results for one molecule with the formula C22H25NO.

Geometry as XYZ:
```
49
Properties=species:S:1:pos:R:3:forces:R:3:nbo_charge:R:1
O -1.6509 1.1192 -1.4916 0.1 -0.1 -0.1 -0.71
C -0.8898 1.7829 -0.4938 0.1 0.2 0.3 0.21
C -0.5562 0.7948 0.6532 -0.2 0.1 -0.1 -0.49
C 0.0835 -0.3915 0.1183 0.2 -0.3 -0.2 -0.01
C 0.6124 -1.3276 -0.4124 -0.2 0.3 0.4 -0.02
C 1.2258 -2.5412 -0.9381 0.2 -0.3 -0.3 -0.28
N 1.0545 -3.7154 -0.0974 0.0 0.1 -0.1 -0.43
C -0.3376 -4.0954 0.0552 -0.2 -0.3 -0.1 -0.22
C -0.4305 -5.4537 0.7435 -0.1 0.2 0.1 -0.40
C 0.2446 -5.3919 2.1089 0.1 -0.2 -0.2 -0.40
C 1.6811 -4.9143 1.9285 -0.1 0.2 0.1 -0.40
C 1.6969 -3.5759 1.1963 0.2 -0.2 0.1 -0.22
C 0.4196 2.2339 -1.1201 -0.1 -0.1 -0.2 -0.07
C 0.8772 1.6530 -2.2930 -0.1 0.0 0.0 -0.19
C 2.0880 2.0432 -2.8372 0.1 0.0 -0.1 -0.21
C 2.8530 3.0126 -2.2133 0.1 0.0 -0.1 -0.21
C 2.4006 3.5930 -1.0404 0.1 0.0 0.1 -0.23
C 1.1903 3.2061 -0.4953 0.0 -0.1 0.0 -0.16
C -1.6574 3.0078 -0.0116 -0.1 -0.1 0.0 0.04
C -2.2197 3.8218 -0.9903 0.0 0.0 0.0 -0.21
C -2.9293 4.9557 -0.6458 0.0 0.0 -0.1 -0.21
C -3.0854 5.2969 0.6875 0.0 0.1 0.1 -0.21
C -2.5278 4.4954 1.6667 -0.1 0.1 0.1 -0.21
C -1.8179 3.3564 1.3222 0.1 -0.1 -0.1 -0.24
H -2.4480 0.7673 -1.0809 0.0 0.0 0.0 0.47
H -1.4795 0.5086 1.1698 0.1 0.1 0.1 0.23
H 0.1195 1.2740 1.3654 -0.1 0.0 0.1 0.24
H 2.3004 -2.3708 -1.0684 -0.1 0.0 -0.1 0.22
H 0.7920 -2.7623 -1.9198 0.1 0.0 0.0 0.22
H -0.7882 -4.1519 -0.9397 0.0 0.1 0.0 0.20
H -0.8998 -3.3456 0.6418 0.0 0.0 -0.1 0.17
H -1.4787 -5.7412 0.8445 0.0 0.0 0.0 0.21
H 0.0736 -6.1973 0.1241 0.0 -0.1 -0.1 0.20
H 0.2265 -6.3728 2.5877 0.0 0.0 0.1 0.21
H -0.2949 -4.6915 2.7518 0.0 0.0 0.1 0.19
H 2.1760 -4.8073 2.8955 0.1 0.0 0.0 0.21
H 2.2337 -5.6458 1.3366 0.1 0.0 0.0 0.20
H 2.7294 -3.2545 1.0330 0.0 0.1 0.0 0.20
H 1.1964 -2.8096 1.8165 0.1 0.0 -0.1 0.17
H 0.2750 0.8985 -2.7721 0.0 -0.1 -0.1 0.24
H 2.4354 1.5858 -3.7522 0.0 0.0 -0.1 0.21
H 3.7986 3.3167 -2.6381 0.1 0.0 0.0 0.21
H 2.9920 4.3514 -0.5480 0.0 0.1 0.0 0.21
H 0.8409 3.6685 0.4173 0.0 0.1 0.1 0.21
H -2.0923 3.5468 -2.0269 0.0 0.0 -0.1 0.23
H -3.3588 5.5764 -1.4184 0.0 0.1 -0.1 0.21
H -3.6379 6.1835 0.9616 0.0 0.1 0.0 0.21
H -2.6439 4.7547 2.7092 0.0 0.0 0.1 0.21
H -1.3928 2.7528 2.1096 0.0 -0.1 0.1 0.21
```
Forces are in eV/Å.

Properties
Gap between HOMO and LUMO: 9.36 eV
ΔE to the lowest compared entry with this formula, charge and spin: 224.9 kJ/mol
SMILES: OC(CC#CCN1CCCCC1)(c1ccccc1)c1ccccc1
Calculated total energy: -26755.9104 eV


Entry 4:
DFT (ωB97M-V with the def2-TZVPD basis set) results for a 2-piece molecular cluster, C22H26BINO4S2 overall.

Geometry as XYZ:
```
57
Properties=species:S:1:pos:R:3:forces:R:3:nbo_charge:R:1
C -3.8412 0.1995 -3.9459 -0.3 0.9 0.7 -0.22
C -2.9696 0.6761 -3.2249 1.0 -1.3 0.8 -0.05
C -1.7647 0.9388 -2.2998 0.7 1.0 0.0 -0.13
C -0.9208 2.1481 -2.6650 0.8 -1.6 2.9 -0.16
C 0.2701 2.5720 -1.8473 -1.8 -1.8 0.1 -0.05
C 1.0590 3.8493 -2.3243 -0.8 -0.3 0.0 -0.44
C 1.2413 4.9782 -1.2216 0.9 0.5 0.2 -0.42
C 1.2401 6.4533 -1.8620 -0.2 -1.1 -0.1 -0.51
S 2.4331 7.6174 -1.0593 0.0 0.4 0.2 -0.06
C 0.5909 1.7174 -0.6579 -2.5 -0.5 -1.7 -0.12
I 2.3196 2.1630 0.6007 -0.8 -0.4 -0.8 0.07
C -0.2463 0.5451 -0.2961 -0.8 -0.2 -1.2 -0.25
C -1.4500 0.0766 -1.0935 1.6 3.2 -1.3 0.29
N -2.2699 -1.0676 -0.7334 2.3 0.6 -0.7 -0.63
C -1.5000 -2.2430 -0.3691 2.2 -3.9 1.2 0.28
C -1.8133 -3.6489 -0.8399 1.4 0.2 1.9 -0.43
B -3.0272 -3.9644 -1.8446 -0.3 -0.1 -1.1 0.99
C -2.8900 -3.4104 -3.3815 0.0 0.0 0.2 -1.02
O -4.1852 -4.7090 -1.5373 1.4 1.5 -0.4 -0.86
C -0.9879 -4.8448 -0.3836 0.9 2.2 1.5 -0.16
C 0.1578 -4.7215 0.5623 -2.3 3.2 -1.4 -0.23
C 0.4978 -3.3138 1.0253 -1.0 -0.9 -1.1 0.00
C 1.7368 -3.1815 2.0152 -0.9 -1.1 -0.5 -0.45
C 1.2876 -3.4018 3.5200 0.6 1.3 0.7 -0.39
C 0.4039 -2.1900 4.1080 -0.5 -0.5 -0.1 -0.54
C 1.2524 -0.8705 4.3209 1.8 -0.7 0.5 0.80
O 2.4359 -0.9730 4.6054 -2.0 0.4 -0.7 -0.56
O 0.7510 0.4397 4.1586 -0.3 -1.1 0.8 -0.74
C -0.3106 -2.1525 0.5784 -0.9 -1.2 -1.2 -0.24
S 0.1234 -0.4707 1.1933 -0.6 -0.3 -1.5 0.26
H -4.7951 -0.0487 -4.4861 1.8 0.4 0.8 0.27
H -1.2088 2.7732 -3.5521 0.3 -0.9 1.1 0.24
H 2.0322 3.4915 -2.7794 -0.9 0.7 0.7 0.24
H 0.4637 4.3139 -3.1798 0.7 -0.8 1.1 0.23
H 0.4876 4.9091 -0.3694 0.8 0.0 -1.3 0.22
H 2.2686 4.8581 -0.7430 -1.4 0.1 -0.6 0.21
H 0.2193 6.9485 -1.8023 1.3 -0.7 0.0 0.24
H 1.5241 6.3924 -2.9561 -0.3 0.0 1.3 0.22
H 3.2737 6.9304 -0.2098 -0.9 -0.3 -0.8 0.12
H -2.8882 -1.2148 -1.5388 0.1 -0.3 0.5 0.41
H -3.4193 -2.4087 -3.4345 0.4 -1.0 -0.2 0.24
H -3.3701 -4.1382 -4.1184 0.6 1.1 0.8 0.24
H -1.8081 -3.2149 -3.6692 -1.4 -0.3 0.3 0.25
H -4.8025 -4.5494 -2.2778 0.3 -0.5 0.5 0.49
H -1.2498 -5.8822 -0.7449 0.1 1.5 0.4 0.23
H 0.7311 -5.6225 0.9085 -0.6 1.2 -0.4 0.24
H 2.3074 -2.2225 1.8438 -0.7 -1.0 0.4 0.24
H 2.4215 -4.0537 1.7454 -0.8 1.2 0.3 0.23
H 0.7180 -4.3598 3.6971 0.5 1.0 -0.6 0.23
H 2.2216 -3.4501 4.1685 -1.1 0.0 -0.8 0.23
H -0.5102 -2.0449 3.4570 1.0 0.1 0.7 0.24
H 0.0194 -2.5717 5.1132 0.5 0.9 -1.1 0.25
H 0.0303 0.6228 4.7979 0.2 -0.4 -0.7 0.50
O 3.9892 4.0214 3.6579 0.1 -0.1 0.2 -0.77
H 3.5369 4.2674 4.4957 0.1 -0.1 -0.2 0.58
H 3.3782 3.5426 3.0458 -0.2 -0.1 -0.2 0.58
H 4.8054 3.5001 3.8299 -0.2 0.1 0.0 0.58
```
Forces are in eV/Å.

Properties
Gap between HOMO and LUMO: 5.07 eV
Charge: +1
Calculated total energy: -63349.9876 eV